Computed, not measured: a 2-piece molecular cluster, C2H5BrS2 overall at a distorted geometry, with the ωB97M-V functional and the def2-TZVPD basis.

Geometry as ORCA input:
```
! RIJCOSX wB97M-V def2-TZVPD def2/J DEFGRID3
* xyz 0 1
C 0.70 0.89 0.51
C -1.59 -0.57 -0.18
S -1.57 -1.09 -1.85
S -1.52 -1.86 1.05
Br -2.95 0.73 0.23
H 1.25 0.07 0.08
H 0.13 1.67 0.06
H 0.69 1.01 1.59
H -1.17 -0.01 -2.38
H -0.41 -2.27 0.70
*
```

Results
E_HOMO (spin up / spin down), eV: -8.7 / -8.0
F_max, eV Å⁻¹: 3.71
DFT total energy, hartree: -3449.4361
Orbital gap (spin up / spin down), eV: 7.93 / 8.19

Results of the natural (NBO) charge analysis, in e, for atoms 1 through 4: atom 1 (C): -0.4938, atom 2 (C): -0.4996, atom 3 (S): 0.0907, atom 4 (S): 0.0925